1.
89
Properties=species:S:1:pos:R:3 method="wB97M-V/def2-TZVPD" multiplicity=1 smiles="C[C@@H](Cc1cc([Si](C)(C)C)c2c(c1CCOC=O)C(=O)C(N)=C(CC(=O)c1ccccc1)C2=O)OCc1ccccc1.O=C1OC[C@@H](F)O1" lumo_energy_ev=-0.39 e_homo_ha=-0.329 homo_lumo_gap_ev=8.6 energy_ha=-2555.19413 total_charge=0
C -2.6799 4.3310 0.6452
C -2.3870 2.8441 0.4497
C -1.9670 2.6133 -1.0667
C -0.8792 1.5560 -1.1172
C -1.2453 0.2484 -0.9028
C -0.3502 -0.7915 -0.8820
Si -1.0132 -2.5460 -0.5664
C -0.8200 -3.7161 -2.0369
C -0.3059 -3.2499 1.0484
C -2.8850 -2.3940 -0.2597
C 0.9924 -0.5357 -1.0940
C 1.3776 0.7837 -1.3560
C 0.4735 1.8297 -1.3693
C 0.8816 3.2767 -1.6411
C 0.9942 4.1434 -0.3794
O 2.2989 4.0011 0.2326
C 2.9557 5.1980 0.1664
O 3.4631 5.6113 -0.8500
C 2.8583 1.0212 -1.6367
O 3.4585 2.0296 -1.3331
C 3.5611 -0.1457 -2.3154
N 4.6112 0.1715 -3.2206
C 3.1895 -1.3950 -2.0523
C 3.8860 -2.5782 -2.6701
C 4.7424 -3.2207 -1.5529
O 5.7489 -2.6556 -1.1586
C 4.3292 -4.5206 -0.9070
C 3.8510 -5.5380 -1.7106
C 3.4557 -6.7448 -1.1918
C 3.5256 -6.9532 0.1715
C 3.9987 -5.9323 0.9683
C 4.3952 -4.7239 0.4511
C 2.0655 -1.5779 -1.0645
O 2.1147 -2.5205 -0.2969
O -1.3160 2.3545 1.2536
C -1.4560 2.5793 2.6602
C -0.3898 3.5729 3.1005
C -0.6296 4.9205 3.2722
C 0.3754 5.7875 3.6328
C 1.6563 5.3190 3.8390
C 1.8901 3.9714 3.6816
C 0.8900 3.1060 3.3129
H -1.7632 4.9259 0.6059
H -3.4295 4.6842 -0.0690
H -3.0983 4.5107 1.6433
H -3.2611 2.2023 0.6371
H -1.6201 3.5835 -1.4165
H -2.8685 2.2747 -1.5815
H -2.3073 0.0908 -0.7307
H -1.0353 -4.7341 -1.6950
H -1.6063 -3.4632 -2.7628
H 0.1324 -3.6329 -2.5685
H -1.0818 -3.6119 1.7289
H 0.4816 -3.9826 0.8560
H 0.1983 -2.4108 1.5478
H -3.0081 -1.8997 0.7141
H -3.3967 -3.3595 -0.2953
H -3.3395 -1.7169 -0.9899
H 1.7888 3.3422 -2.2414
H 0.0938 3.6995 -2.2763
H 0.2068 3.9573 0.3514
H 0.8918 5.1870 -0.7105
H 3.0434 5.8081 1.0853
H 5.5021 0.2662 -2.7503
H 4.3800 0.9947 -3.7599
H 4.5929 -2.2487 -3.4332
H 3.1964 -3.2985 -3.1185
H 3.7752 -5.3833 -2.7843
H 3.0578 -7.5451 -1.8080
H 3.2195 -7.8934 0.6166
H 4.0236 -6.1101 2.0404
H 4.7396 -3.9566 1.1361
H -1.2478 1.6160 3.1420
H -2.4638 2.8801 2.9641
H -1.6268 5.3194 3.1089
H 0.1407 6.8439 3.7274
H 2.4260 6.0368 4.1028
H 2.9095 3.6261 3.8326
H 1.1537 2.0588 3.1974
C -7.9914 -2.4676 0.2977
C -7.3307 -1.5264 1.2724
O -6.0958 -1.2455 0.6410
C -6.3099 -1.3617 -0.7032
O -5.5790 -0.9475 -1.5359
O -7.4766 -2.0096 -0.9548
F -7.0912 -2.1284 2.4629
H -7.6907 -3.5041 0.4585
H -9.0768 -2.4061 0.3207
H -7.8742 -0.5946 1.4408

=====

2.
75
Properties=species:S:1:pos:R:3 method="wB97M-V/def2-TZVPD" multiplicity=1 lumo_energy_ev=4.01 e_homo_ha=-0.093 homo_lumo_gap_ev=6.5 energy_ha=-9319.81247 total_charge=-2 de_lowest_kj_mol=168.4
Ti 0.1637 -0.2269 -0.0945
S 1.2180 -2.3372 -1.2873
C 2.2634 -1.1137 -1.9889
S 2.0752 0.4469 -1.3735
C 3.2268 -1.4182 -2.9796
C 3.4973 -2.6875 -3.4885
N 3.6927 -3.7678 -3.8469
C 3.8300 -0.3005 -3.5763
N 4.3715 0.5572 -4.1064
O -2.6876 0.2002 5.0387
C -2.8071 -1.1513 4.4939
C -2.0201 -1.4147 3.1870
C -2.2239 -2.9067 2.9559
O -1.7918 -3.8281 3.9730
C -0.5611 -1.0792 3.3825
Se 0.7587 -1.5488 1.9870
C -2.7670 -0.5927 2.0988
Se -2.1978 -0.9432 0.2022
H -1.8231 0.4728 4.7800
H -3.8552 -1.3547 4.3635
H -2.4249 -1.8927 5.2708
H -1.6916 -3.2193 2.0944
H -3.3371 -3.0048 2.9174
H -1.0596 -4.3769 3.7460
H -0.2327 -1.7477 4.2255
H -0.3623 -0.0517 3.6069
H -2.4833 0.4100 2.3980
H -3.8892 -0.6743 2.2087
N 5.5719 3.1926 -3.7275
C 6.0120 3.5771 -2.5477
O 6.3293 4.7439 -2.3001
C 6.0874 2.5695 -1.4705
C 5.7452 2.9250 -0.1840
C 5.7898 1.9439 0.8016
C 6.3994 0.6977 0.6056
N 6.8131 0.3624 -0.6322
C 6.5106 1.2237 -1.6079
H 5.6619 3.9042 -4.4447
H 5.3749 2.2424 -3.8873
H 5.4412 3.9161 0.0013
H 5.3685 2.1340 1.7666
H 6.6490 0.0196 1.4263
H 6.6731 0.8727 -2.6910
S -6.5562 1.3655 -1.7463
C -5.0616 0.6723 -2.1331
S -3.6181 1.6039 -2.0614
C -2.5907 0.2317 -2.4674
N -3.3100 -0.8129 -2.6451
N -4.6784 -0.5546 -2.4841
C -5.4438 -1.6989 -2.5423
C -6.1540 -2.0849 -1.3741
C -6.7836 -3.2939 -1.3823
C -6.6053 -4.1488 -2.4883
C -5.9150 -3.7597 -3.5830
C -5.4225 -2.4607 -3.6950
S -0.8201 0.3461 -2.5042
H -6.2764 -1.4233 -0.5563
H -7.3485 -3.5617 -0.5155
H -7.0891 -5.1237 -2.5088
H -5.9052 -4.4207 -4.4990
H -4.6997 -2.1304 -4.4780
C 1.4822 3.2243 0.3646
C 1.0409 2.3092 1.4506
C 0.1054 3.1444 2.3398
C 2.1906 1.6404 2.2227
O 0.3228 1.2878 0.7720
H 1.6797 4.2122 0.7172
H 0.7827 3.4547 -0.3870
H 2.2928 2.8271 -0.1703
H 0.7292 3.7090 3.0571
H -0.6115 2.5755 2.9662
H -0.4420 3.8738 1.7255
H 2.8184 2.2841 2.7670
H 2.7755 0.9473 1.5492
H 1.8022 0.9916 2.9932

=====

3.
29
Properties=species:S:1:pos:R:3 method="wB97M-V/def2-TZVPD" multiplicity=1 lumo_energy_ev=-2.74 e_homo_ha=-0.413 homo_lumo_gap_ev=8.5 energy_ha=-499.75044 total_charge=+1 de_lowest_kj_mol=177.8
C -0.4337 -1.4704 -2.0612
C 0.2165 -2.5076 -1.1832
C 0.4218 -2.0783 0.2453
C 0.8192 -0.8614 0.6995
N 1.2623 -0.6171 1.9610
C 1.2463 0.7039 2.6086
C 0.1397 1.6427 2.1375
N -1.6834 -0.9926 -1.4440
H -0.5736 -1.7970 -3.0918
H 0.2348 -0.6356 -2.2334
H -0.3538 -3.4442 -1.1313
H 1.1351 -2.8724 -1.6516
H 0.2421 -2.8189 1.0121
H 0.8306 -0.0331 0.0030
H 1.1863 -1.3524 2.6268
H 2.2335 1.1294 2.5161
H 1.1303 0.5353 3.6519
H -0.4543 1.9953 2.9846
H 0.4613 2.5677 1.6640
H -0.5246 1.1233 1.4452
H -1.8311 0.0404 -1.5083
H -1.5632 -1.2303 -0.4520
H -2.4870 -1.5398 -1.7390
H 1.3459 2.7901 -2.0987
H 1.2898 2.7372 -0.5975
O 0.7385 2.9371 -1.3633
H -1.1159 2.2576 -1.5216
H -2.1520 2.1337 -0.3634
O -1.7614 1.6577 -1.1156

=====

4.
20
Properties=species:S:1:pos:R:3 method="wB97M-V/def2-TZVPD" multiplicity=1 smiles="C[C@]1(C#N)C([N+](=O)[O-])=CC=C[C@@H]1F" lumo_energy_ev=-1.22 e_homo_ha=-0.371 homo_lumo_gap_ev=8.9 energy_ha=-668.69700 total_charge=0 de_lowest_kj_mol=478.2
C -0.1051 1.3822 1.4093
C -0.6752 -2.0985 0.7126
C 0.6301 -1.7970 0.2198
C -1.6320 -1.1893 0.6470
C 1.0245 -0.5197 -0.0181
C -1.4155 0.1010 -0.0879
C -0.1636 0.7925 0.0846
C 0.0514 1.7757 -1.0827
N -0.2153 1.8722 2.4301
N 2.3350 -0.0549 -0.3594
O 2.9927 -0.6556 -1.1649
O 2.7368 0.9660 0.1646
F -1.5918 -0.0946 -1.4260
H -1.0970 -3.0421 1.0059
H 1.3992 -2.5478 0.2697
H -2.5179 -1.4531 1.1641
H -2.1566 0.8039 0.0523
H 0.3897 1.2348 -1.9765
H 0.9858 2.4313 -0.8406
H -0.9751 2.0928 -1.2040

=====

5.
52
Properties=species:S:1:pos:R:3 method="wB97M-V/def2-TZVPD" multiplicity=1 smiles="COC(=O)OC.COC(=O)OC.COC(=O)OC.ClCCCl.ClCCCl" lumo_energy_ev=0.52 e_homo_ha=-0.391 homo_lumo_gap_ev=11.2 energy_ha=-3028.81934 total_charge=0 de_lowest_kj_mol=154.0
Cl 2.3972 -0.2205 -4.1218
C 1.7299 1.4582 -3.7344
C 0.2646 1.3454 -3.2435
Cl -0.6453 2.8482 -3.6471
H 1.8999 1.9862 -4.6727
H 2.3746 1.9998 -3.0422
H 0.2064 1.2157 -2.1628
H -0.1949 0.5131 -3.7766
Cl 0.4937 1.0304 2.5816
C 1.3183 0.5878 1.0480
C 2.5959 1.3487 0.8885
Cl 3.3978 0.7586 -0.6124
H 0.5604 0.8344 0.3044
H 1.4704 -0.4900 0.9913
H 3.2526 1.0931 1.7200
H 2.4987 2.4313 0.8065
C -2.7915 -1.6576 -0.1290
O -2.2260 -2.4615 -1.1074
C -1.0708 -2.0522 -1.7302
O -0.3563 -1.1068 -1.3801
O -0.9358 -2.8089 -2.7967
C 0.0391 -2.5252 -3.8057
H -3.5323 -2.2181 0.4413
H -3.1301 -0.7644 -0.6539
H -2.1646 -1.4450 0.7369
H -0.3134 -2.8793 -4.7744
H 1.0257 -2.8371 -3.4632
H 0.0993 -1.4575 -4.0168
C -1.2390 -2.7925 3.4659
O 0.1153 -3.2118 3.6972
C 1.0357 -3.3582 2.7859
O 0.9967 -3.0608 1.6117
O 2.1137 -3.8905 3.3796
C 3.3387 -4.2770 2.7335
H -1.6719 -3.4261 2.6918
H -1.2325 -1.7526 3.1396
H -1.7822 -2.7706 4.4107
H 3.0409 -5.0136 1.9873
H 4.0993 -4.7066 3.3854
H 3.7950 -3.3438 2.4033
C -1.1215 5.6741 1.3986
O -1.4256 4.4400 0.7785
C -2.4354 3.7003 1.3522
O -3.2674 3.9706 2.2525
O -2.6616 2.7032 0.5291
C -1.8710 2.2838 -0.5816
H -1.9154 6.3200 1.7736
H -0.6560 6.2735 0.6162
H -0.4341 5.4800 2.2220
H -2.0462 1.2083 -0.6077
H -0.7955 2.4459 -0.5097
H -2.2435 2.5773 -1.5631

=====

6.
56
Properties=species:S:1:pos:R:3 method="wB97M-V/def2-TZVPD" multiplicity=2 lumo_energy_ev="-1.13 / -2.19" e_homo_ha="-0.313 / -0.329" homo_lumo_gap_ev="7.4 / 6.8" energy_ha=-9128.93569 total_charge=0 de_lowest_kj_mol=160.4
Ti 0.1633 1.3707 -0.1683
O 2.4119 4.0201 1.8433
S 2.1315 2.8242 1.1305
O 1.2922 3.0158 -0.1299
O 1.4284 1.7417 1.8194
C 3.6585 2.2298 0.4273
C 4.8003 2.8239 0.9271
C 6.0539 2.5202 0.4008
C 6.1598 1.6291 -0.6417
C 5.0178 1.0138 -1.1494
C 3.7690 1.2982 -0.6306
S 2.4415 0.3323 -1.3372
O 1.6179 -0.0511 -0.1200
O 3.0398 -0.7340 -2.0603
O 1.4768 1.1897 -2.0566
H 4.7042 3.5507 1.7215
H 6.9341 2.9985 0.8095
H 7.1261 1.3930 -1.0668
H 5.1042 0.2880 -1.9450
Cl -3.5987 1.4150 6.2108
C -2.7859 1.1824 4.6897
C -2.4750 2.2830 3.9107
C -1.8397 2.0841 2.6980
Cl -1.3815 3.4843 1.7875
C -1.5292 0.8040 2.2315
O -0.9859 0.6115 1.0212
C -1.8143 -0.2696 3.0701
Cl -1.3437 -1.8797 2.6244
C -2.4489 -0.0951 4.2890
H -2.7101 3.2829 4.2446
H -2.6676 -0.9478 4.9150
Br -1.5269 2.4139 -1.6461
Ge -1.0825 -0.4334 -1.9915
C -2.9052 -0.6839 -1.4390
C -3.2845 -1.3498 -0.2760
C -4.6257 -1.5422 0.0201
C -5.6030 -1.0753 -0.8476
C -5.2388 -0.4138 -2.0122
C -3.8972 -0.2124 -2.3013
C -0.0035 -2.0149 -1.8241
C 0.5382 -2.4838 -3.0190
C 1.2314 -3.6871 -3.0459
C 1.4076 -4.4066 -1.8758
C 0.8912 -3.9302 -0.6755
C 0.1923 -2.7361 -0.6474
H -1.0187 0.0304 -3.4390
H -2.5364 -1.7249 0.4107
H -4.9073 -2.0584 0.9294
H -6.6504 -1.2249 -0.6173
H -5.9976 -0.0476 -2.6920
H -3.6285 0.3252 -3.2040
H 0.4298 -1.9152 -3.9351
H 1.6457 -4.0498 -3.9778
H 1.9596 -5.3380 -1.8940
H 1.0429 -4.4895 0.2390
H -0.1834 -2.3611 0.2955

=====

7.
16
Properties=species:S:1:pos:R:3 method="wB97M-V/def2-TZVPD" multiplicity=1 smiles="CCN(S)C(=S)NO" lumo_energy_ev=0.57 e_homo_ha=-0.316 homo_lumo_gap_ev=9.2 energy_ha=-1100.12234 total_charge=0 de_lowest_kj_mol=349.2
C -0.3295 -1.9608 -2.0035
C -0.8723 -0.6476 -1.3344
C -0.0657 -0.1348 0.8718
H 0.3976 -1.8765 -2.9272
H -1.2550 -2.5458 -2.3401
H 0.1103 -2.5554 -1.1573
H -1.2780 -0.1041 -2.1722
H -1.7588 -0.9805 -0.6641
H 1.7832 -0.0156 -1.7568
H 0.2049 0.8237 2.6275
H -0.3769 2.3071 0.9981
N 0.0044 0.0455 -0.4549
N 0.5985 0.8906 1.6116
O 0.5518 2.1072 1.0590
S 1.1014 1.0909 -1.2890
S -1.0300 -1.2162 1.6402

=====

8.
33
Properties=species:S:1:pos:R:3 method="wB97M-V/def2-TZVPD" multiplicity=1 lumo_energy_ev="0.76 / -0.32" e_homo_ha="-0.286 / -0.222" homo_lumo_gap_ev="8.5 / 5.7" energy_ha=-1092.72989 total_charge=0 de_lowest_kj_mol=428.6
C 0.9574 1.3285 -0.2850
C 0.0923 1.3662 -1.5827
C 0.1784 0.5718 0.8132
C -1.0003 -1.4652 -0.1637
C 1.2676 2.8076 0.0600
C 0.8831 0.5572 2.1977
C -1.2389 1.2276 0.9623
C -0.9586 -2.3275 -1.3392
C -2.0801 -1.6671 0.8785
N 0.1475 -0.8954 0.3178
P 0.7271 0.5069 -3.0376
P 1.7127 -1.5960 0.2861
H 1.9197 0.8941 -0.1610
H -0.3779 2.3635 -1.9218
H 0.3057 3.4432 0.0076
H 2.0970 3.1512 -0.4933
H 1.4084 2.8345 1.1349
H 0.8547 1.4157 2.7556
H 1.9323 0.1516 2.2472
H 0.3302 -0.1053 2.9532
H -1.6381 0.7971 1.9210
H -1.8409 0.9238 0.0052
H -1.0754 2.3145 0.9054
H -0.5133 -1.6914 -2.2378
H -1.9547 -2.7612 -1.5068
H -0.0504 -3.0755 -1.2686
H -3.0241 -1.8460 0.4449
H -2.0006 -0.9150 1.6762
H -1.8213 -2.6739 1.1016
H -0.0553 -0.6167 -3.3551
H 1.5616 -0.4461 -2.3179
H 2.0729 -1.6762 -1.1237
H 1.1815 -2.8965 0.1258

=====

9.
17
Properties=species:S:1:pos:R:3 method="wB97M-V/def2-TZVPD" multiplicity=1 smiles="O=CO.O.O.O.O" lumo_energy_ev=0.16 e_homo_ha=-0.392 homo_lumo_gap_ev=10.8 energy_ha=-495.53893 total_charge=0 de_lowest_kj_mol=96.8
O 0.2761 -0.4528 3.4194
C -0.0629 -0.1661 2.3204
O 0.7580 0.5328 1.4840
H -1.0820 -0.3328 1.9527
H 0.3903 0.6219 0.5958
H -1.1295 0.6264 -0.2029
H -2.2260 0.4798 -1.1046
O -2.0693 0.4249 -0.1392
H 1.1166 0.3265 -1.8813
H 0.2022 -0.8750 -1.8482
O 0.2266 0.0493 -1.5873
H 3.1478 1.0324 -0.3904
H 2.4358 2.3232 -1.0091
O 2.8202 1.4550 -1.1901
H -1.3447 -1.2916 -0.2293
H -2.1796 -2.4875 0.0325
O -1.2796 -2.2664 -0.2224

=====

10.
20
Properties=species:S:1:pos:R:3 method="wB97M-V/def2-TZVPD" multiplicity=1 smiles="CC/C=C(/C)N.O" lumo_energy_ev=0.86 e_homo_ha=-0.308 homo_lumo_gap_ev=9.2 energy_ha=-328.23525 total_charge=0 de_lowest_kj_mol=219.5
C 2.7007 -0.3518 -0.2763
C 1.4201 -1.1087 -0.8030
N -0.0888 0.5445 1.2527
C -0.2808 0.6982 -0.1254
C 0.3318 -0.0429 -1.0659
C -1.4729 1.7004 -0.4228
H 3.0745 0.2144 -1.1551
H 3.4779 -0.9718 0.3613
H 2.2777 0.6176 0.2960
H 1.6879 -1.7168 -1.6741
H 0.9343 -1.9117 -0.1681
H -0.1387 1.3095 1.9152
H 0.7645 -0.1154 1.3765
H 0.1044 0.3566 -2.1309
H -1.5791 2.0151 -1.3628
H -1.3869 2.5199 0.2529
H -2.4436 1.3383 -0.0491
H -1.8132 -1.2602 0.2081
H -1.9141 -0.8018 1.6809
O -2.3273 -1.3470 0.9801

=====

11.
10
Properties=species:S:1:pos:R:3 method="wB97M-V/def2-TZVPD" multiplicity=1 lumo_energy_ev="-5.04 / -8.28" e_homo_ha="-0.603 / -0.567" homo_lumo_gap_ev="11.4 / 7.2" energy_ha=-321.39372 total_charge=+1 de_lowest_kj_mol=715.9
C -0.7858 -0.7373 -0.2622
C -0.7114 0.6977 -0.2059
C 1.2790 -0.1846 0.2017
N -1.4598 -0.0390 0.7269
O 0.5914 -1.2190 0.0082
O 0.7037 0.9386 0.1435
H -1.1607 -1.5688 -0.8843
H -0.9210 1.5035 -0.8417
H 3.6310 0.9347 -0.5460
H -1.1663 -0.3258 1.6600

=====

12.
14
Properties=species:S:1:pos:R:3 method="wB97M-V/def2-TZVPD" multiplicity=1 lumo_energy_ev="-0.76 / -0.76" e_homo_ha="-0.156 / -0.156" homo_lumo_gap_ev="3.5 / 3.5" energy_ha=-337.91820 total_charge=0 de_lowest_kj_mol=0.0
O 0.6896 -0.8851 1.2326
C 0.1754 -0.6291 2.4584
C 1.0119 -0.0490 3.4004
Rb -2.1545 -0.9451 -0.1458
Li 1.8661 1.2000 0.5758
H 2.1143 -0.1451 3.3102
H 0.6599 0.1750 4.4118
C -1.2137 3.1890 0.9274
C -0.5132 3.6045 2.0046
O -2.3133 2.3786 0.9812
H -1.0950 3.5829 -0.0837
H 0.2187 4.4028 1.8727
H -0.8439 3.3780 3.0220
H -2.6688 2.3370 1.8783

=====

13.
49
Properties=species:S:1:pos:R:3 method="wB97M-V/def2-TZVPD" multiplicity=1 smiles="O=C(Nc1nc2ccc(S(=O)(=O)N3CCCC3)cc2s1)C1CCCCC1" lumo_energy_ev=0.40 e_homo_ha=-0.323 homo_lumo_gap_ev=9.2 energy_ha=-1886.10909 total_charge=0 de_lowest_kj_mol=13.6
O -2.4956 -0.9681 1.1991
C -2.9510 -0.2180 0.3674
N -2.1298 0.6304 -0.3386
C -0.7822 0.6902 -0.1228
N -0.0109 1.4942 -0.7646
C 1.2850 1.3554 -0.3603
C 2.3668 2.0884 -0.8443
C 3.6228 1.8280 -0.3381
C 3.8001 0.8524 0.6360
C 2.7470 0.1260 1.1495
C 1.4829 0.3792 0.6456
S -0.0389 -0.3611 1.0713
H 2.9187 -0.5952 1.9317
S 5.4597 0.5114 1.2363
O 5.3532 -0.0496 2.5497
O 6.2572 1.6848 1.0374
N 6.1125 -0.6774 0.2628
C 6.3043 -0.3326 -1.1277
H 7.2275 -0.8093 -1.4714
H 6.4166 0.7463 -1.2100
C 5.0870 -0.8997 -1.8816
H 4.3448 -0.1209 -2.0540
H 5.3836 -1.3054 -2.8471
C 4.5248 -1.9884 -0.9495
H 3.4967 -1.7620 -0.6694
H 4.5390 -2.9703 -1.4190
C 5.4457 -1.9598 0.2853
H 6.2091 -2.7406 0.2154
H 4.9228 -2.0675 1.2332
H 4.4859 2.3847 -0.6664
H 2.2024 2.8425 -1.5967
H -2.4995 1.2671 -1.0302
C -4.4146 -0.0853 0.0173
C -4.9342 1.2714 0.5425
C -6.4345 1.2065 0.8535
C -7.1386 0.2615 -0.1133
C -6.6714 -1.1812 0.1189
C -5.2256 -1.2284 0.6237
H -5.1915 -1.1375 1.7094
H -4.7658 -2.1833 0.3672
H -7.3166 -1.6663 0.8524
H -6.7581 -1.7426 -0.8130
H -8.2192 0.3268 0.0189
H -6.9169 0.5714 -1.1366
H -6.5923 0.8517 1.8725
H -6.8610 2.2082 0.7840
H -4.3901 1.5453 1.4489
H -4.7465 2.0471 -0.2029
H -4.5115 -0.1204 -1.0731